(1)
A structure of composition C30H29AsN4OPS2SeV. Source: the Open Molecules 2025 dataset; level of theory: ωB97M-V with the def2-TZVPD basis set.

Calculated values
E_LUMO (spin up / spin down) ... -3.25 / -3.24 eV
Charge ... +1
Multiplicity ... 2

The geometry in XYZ format:
```
70
Properties=species:S:1:pos:R:3:forces:R:3:lowdin_spin:R:1
V -0.32718 -0.12545 -0.90661 0.8 0.1 0.0 0.93
S 0.42212 -2.17731 -1.91982 0.0 -0.3 -0.3 0.00
C 0.53518 -1.71043 -3.61751 -0.1 -0.4 -0.2 0.01
C 0.33190 -2.74871 -4.58631 0.1 0.3 0.2 0.00
N 0.11547 -3.59884 -5.33145 0.0 0.0 0.1 0.00
C 0.81241 -0.41519 -3.90737 0.0 0.3 -0.3 0.00
S 1.00530 0.83408 -2.72383 0.1 0.0 -0.2 0.00
C 0.99196 -0.03663 -5.29295 0.0 -0.1 0.2 0.00
N 1.14247 0.27646 -6.38839 -0.1 0.0 0.1 0.00
N -1.36435 2.79735 -0.98926 0.1 -0.2 0.0 0.00
P -0.41936 1.95488 0.17760 0.3 0.8 -0.2 0.01
C -1.11402 2.49910 1.76072 -0.1 -0.1 0.1 0.00
C -0.79812 3.74250 2.30872 0.0 0.0 0.1 0.00
C -1.38706 4.15078 3.49781 0.0 0.0 -0.1 0.00
C -2.28456 3.31706 4.15336 0.0 0.0 0.0 0.00
C -2.60223 2.07604 3.62004 0.0 0.0 -0.1 0.00
C -2.01773 1.67337 2.42627 0.0 0.1 0.1 0.00
C 1.20856 2.76394 0.19019 0.0 -0.1 -0.1 0.00
C 1.66570 3.55590 -0.85409 0.0 0.1 -0.1 0.00
C 2.98981 3.98245 -0.88245 -0.1 0.0 0.0 0.00
C 3.86121 3.60938 0.12655 0.0 0.0 0.0 0.00
C 3.40906 2.81493 1.17578 0.0 0.0 0.0 0.00
C 2.09104 2.38800 1.20596 0.1 0.1 0.0 0.00
C -1.98642 2.08347 -1.98483 0.1 -0.2 0.3 0.00
C -2.71593 2.71427 -2.99291 0.0 0.1 0.0 0.00
C -3.26638 1.95271 -3.99087 -0.1 0.0 -0.2 0.00
C -3.13336 0.56113 -3.97055 -0.1 0.1 0.0 0.00
C -2.43637 0.01034 -2.93448 0.0 0.1 0.1 0.01
N -1.84293 0.73771 -1.95608 -1.1 0.3 -0.4 0.01
H -1.50901 3.79612 -0.98650 0.0 0.0 0.0 0.00
H -0.08059 4.38618 1.81470 0.0 0.0 0.0 0.00
H -1.14101 5.11776 3.91739 0.0 0.0 0.0 0.00
H -2.73694 3.63624 5.08392 0.0 0.0 0.0 0.00
H -3.30562 1.42923 4.13083 0.0 0.0 0.0 0.00
H -2.27649 0.71295 2.00038 0.0 0.0 0.0 0.00
H 0.99741 3.83372 -1.66124 0.0 0.0 0.0 0.00
H 3.33802 4.60023 -1.70032 0.0 0.0 0.0 0.00
H 4.89463 3.92989 0.09477 0.0 0.0 0.0 0.00
H 4.08784 2.52867 1.96891 0.0 0.0 0.0 0.00
H 1.74566 1.76082 2.02146 0.0 0.0 0.0 0.00
H -2.80994 3.79267 -2.98948 0.0 0.0 0.0 0.00
H -3.80725 2.43633 -4.79536 0.0 0.0 0.0 0.00
H -3.55936 -0.06738 -4.73831 0.0 0.0 0.0 0.00
H -2.31848 -1.06067 -2.85464 0.1 -0.1 0.0 0.00
C -2.83181 -1.71810 0.77584 0.0 0.0 0.0 0.00
As -1.07431 -2.01254 1.48671 0.3 0.0 0.0 0.00
C -0.57912 -3.81647 1.12573 0.1 -0.1 -0.1 0.00
C -1.06087 -1.83172 3.37654 0.0 0.1 0.1 0.00
O 0.01867 -0.87791 0.86451 -0.6 -0.7 0.7 0.03
H -3.57480 -1.86220 1.55804 -0.1 0.0 0.0 0.00
H -3.00468 -2.42840 -0.02767 0.0 0.0 -0.1 0.00
H -2.90281 -0.69990 0.39474 0.0 0.0 0.0 0.00
H -1.15372 -4.45721 1.79381 0.0 -0.1 0.0 0.00
H 0.48633 -3.92109 1.32912 0.0 -0.1 0.0 0.00
H -0.78449 -4.07346 0.09031 0.0 0.0 0.0 0.00
H -1.91220 -2.35249 3.80968 0.0 0.0 0.0 0.00
H -1.08422 -0.77628 3.63452 0.0 0.0 0.0 0.00
H -0.13570 -2.27955 3.73076 0.1 0.0 0.1 0.00
Se 2.36959 -1.37826 -1.10075 0.5 -0.2 -0.1 -0.01
C 2.68942 -2.92888 -0.01164 -0.1 0.0 0.1 0.00
C 2.78721 -4.20407 -0.55720 0.0 -0.1 0.1 0.00
C 3.03033 -5.28659 0.27795 0.0 0.0 0.0 0.00
C 3.19014 -5.09401 1.64690 0.0 0.0 0.0 0.00
C 3.10533 -3.81693 2.18504 0.0 0.0 0.0 0.00
C 2.84379 -2.72923 1.35634 0.0 -0.1 0.0 0.00
H 2.67527 -4.35185 -1.62395 0.0 0.0 0.0 0.00
H 3.10779 -6.28171 -0.14237 0.0 0.0 0.0 0.00
H 3.38881 -5.94127 2.29176 0.0 0.0 0.0 0.00
H 3.24080 -3.66575 3.24920 0.0 0.0 0.0 0.00
H 2.76021 -1.73019 1.76635 0.0 0.0 0.0 0.00
```
Positions in Å, forces in eV/Å.

---

(2)
A cluster of 2 separate species, C29H47Br2N3O4P in total. Source: the Open Molecules 2025 dataset; level of theory: ωB97M-V with the def2-TZVPD basis set.

Calculated values
E_LUMO ... -4.17 eV
Charge ... +1
Multiplicity ... 1

The geometry in XYZ format:
```
86
Properties=species:S:1:pos:R:3:forces:R:3:mulliken_charge:R:1
C 1.92930 -4.22020 -0.07870 -0.4 -0.3 0.5 -1.04
C 2.08225 -3.28842 1.09694 -0.1 0.6 -0.3 -0.50
C 3.30701 -2.38598 1.05043 -0.1 -0.3 0.5 1.12
C 4.59632 -3.11463 0.71680 -0.2 -0.3 -0.4 -1.26
C 5.00993 -3.11363 -0.75688 0.1 0.6 0.4 -0.75
C 4.94750 -1.71510 -1.39822 -0.4 -1.1 -0.2 -0.84
C 3.81367 -1.56281 -2.43094 0.5 0.6 0.7 -0.61
C 3.34418 -0.10064 -2.53599 0.0 -0.5 -0.1 -0.62
C 1.82855 0.12251 -2.41277 0.4 -0.2 -0.5 0.20
C 1.34046 1.25423 -3.32676 0.0 -0.3 0.6 -0.93
O 0.91190 2.44185 -2.62638 -0.2 -0.2 0.4 -0.28
C -0.38748 2.52199 -2.22377 0.0 0.5 -1.4 -0.03
O -1.21871 3.03637 -2.90952 0.4 0.2 0.3 -0.48
C -0.72027 1.96949 -0.86913 0.8 0.5 -0.5 1.49
C -1.91906 1.32912 -0.70854 -0.7 0.0 -1.9 -1.08
N -2.79187 1.28921 -1.83608 -0.3 -0.8 0.7 -0.01
C -3.29937 0.00608 -2.39047 0.0 1.1 0.5 -1.24
C -2.40828 -1.17869 -2.29574 -0.2 -1.1 -0.4 0.56
C -3.17630 -2.34883 -2.93946 0.0 0.2 0.9 -1.48
C -2.24554 0.82219 0.52189 -1.1 -0.4 0.3 0.62
C -3.54300 0.16891 0.78949 -0.1 -0.6 0.4 -0.45
C -3.71706 -0.38112 2.20120 0.9 0.0 -0.7 -0.98
C -2.77253 -1.55016 2.46228 0.0 -0.2 0.5 -0.50
O -3.47693 -2.56358 3.14197 -0.2 0.1 -0.1 -0.55
N -1.38483 0.97056 1.50051 0.6 0.0 0.9 0.73
C -0.20794 1.59589 1.37767 0.2 0.1 1.7 0.52
P 0.88215 1.71397 2.84422 0.5 0.2 0.0 0.28
O 2.00035 0.77165 2.79608 0.3 -0.7 0.0 -0.51
C 0.15157 2.13132 0.20106 0.7 0.4 -0.6 0.41
C 1.44584 2.87163 0.13459 -1.5 -0.1 0.0 -1.34
C 2.59099 2.20669 -0.14025 0.0 -1.1 0.1 1.60
C 3.73622 2.92016 -0.19993 1.6 -0.6 -0.3 -0.86
C 3.69219 4.25379 0.01490 0.8 0.8 -0.1 -0.61
C 2.49429 4.82540 0.29385 -0.6 1.2 0.4 -0.69
N 1.35606 4.16342 0.37637 -0.4 0.3 -0.1 -0.52
H 1.10740 -4.88987 0.12109 -0.4 -0.4 0.0 0.42
H 2.79812 -4.83665 -0.23872 0.3 -0.1 -0.2 0.27
H 1.66493 -3.67177 -0.96682 0.2 0.2 -0.6 0.17
H 1.22062 -2.62620 1.09383 -0.4 0.1 0.2 0.06
H 2.05949 -3.81751 2.04013 0.1 -0.4 0.2 0.39
H 3.10552 -1.53966 0.40408 0.1 0.2 -0.3 -0.99
H 3.41130 -1.98332 2.04866 0.0 0.4 0.3 0.36
H 4.46033 -4.14876 1.01306 0.1 -0.4 0.2 0.43
H 5.40428 -2.74889 1.33054 0.4 0.3 0.1 0.41
H 6.03144 -3.46070 -0.81023 0.3 -0.3 0.0 0.36
H 4.39709 -3.81352 -1.30053 -0.2 -0.2 -0.4 0.37
H 5.89124 -1.55766 -1.89189 0.4 0.5 -0.1 0.54
H 4.82717 -0.99725 -0.60315 0.1 0.5 0.2 0.43
H 2.99457 -2.20956 -2.15258 -0.3 -0.2 0.0 0.09
H 4.21551 -1.89354 -3.37567 -0.2 -0.3 -0.4 0.37
H 3.65830 0.29523 -3.49148 0.2 0.2 -0.3 0.68
H 3.90575 0.43704 -1.78344 -0.1 0.5 0.1 -0.05
H 1.53960 0.25925 -1.38077 -0.3 0.1 0.1 -0.39
H 1.35140 -0.79892 -2.70826 -0.3 -0.4 -0.3 0.84
H 0.56710 0.91570 -4.00584 -0.4 0.1 0.0 0.22
H 2.17768 1.55282 -3.93047 0.2 0.5 -0.3 0.50
H -3.58099 1.88191 -1.62400 -0.1 0.4 -0.3 0.35
H -3.47212 0.17136 -3.44214 -0.1 0.3 -0.4 0.53
H -4.27085 -0.20314 -1.95686 -0.3 -0.4 0.1 0.40
H -1.48016 -1.05784 -2.83067 0.5 0.4 -0.1 0.03
H -2.17891 -1.48938 -1.28414 0.3 0.2 0.4 0.17
H -2.51965 -3.06523 -3.39330 0.2 -0.3 -0.4 0.43
H -3.92849 -1.99405 -3.62417 0.0 0.1 -0.6 0.35
H -3.73013 -2.84756 -2.15723 -0.2 -0.4 0.2 0.35
H -3.59872 -0.67691 0.12209 -0.2 -0.3 -0.4 0.08
H -4.34632 0.83096 0.50530 -0.3 0.4 0.0 0.37
H -3.48688 0.39247 2.92231 -0.7 0.2 0.4 0.08
H -4.71874 -0.76909 2.28887 -0.4 0.1 0.3 0.46
H -1.94250 -1.23560 3.09694 0.3 0.1 0.0 0.44
H -2.34376 -1.93343 1.54158 0.1 -0.2 -0.4 0.18
H -2.85732 -3.03299 3.69936 0.0 -0.3 0.2 0.38
H -1.60106 0.62134 2.42360 -0.4 -0.2 0.1 0.03
H 1.28603 3.05282 2.84463 -0.4 0.2 0.1 0.14
H 0.00024 1.54633 3.93211 -0.2 0.1 -0.1 0.13
H 2.58098 1.15197 -0.29000 0.1 -0.3 0.1 -0.25
H 4.67376 2.44189 -0.40639 0.3 -0.2 -0.1 0.50
H 4.56030 4.87666 -0.03896 0.4 0.1 0.0 0.47
H 2.46098 5.88173 0.47873 -0.2 0.4 0.1 0.49
Br -6.08998 2.97915 1.33947 0.1 0.0 0.0 -0.10
C -6.71535 2.23573 3.02914 -0.1 0.1 -0.1 -0.52
C -6.18689 3.00909 4.20593 0.1 -0.1 0.1 -0.59
Br -4.31450 2.59995 4.54960 0.1 0.1 0.0 -0.12
H -6.41518 1.19397 3.04412 0.0 0.0 0.1 0.26
H -7.79959 2.29959 2.98778 0.0 0.0 0.0 0.40
H -6.71431 2.72645 5.11328 0.0 0.0 0.0 0.36
H -6.25027 4.08287 4.07079 0.0 0.0 0.0 0.38
```
Positions in Å, forces in eV/Å.

---

no.,calculated total energy (Ha)
1,-8173.607480
2,-7087.550898